# 1
A 2-piece molecular cluster, C12H17N overall, computed with ωB97M-V/def2-TZVPD.

Results
energy relative to the best compared isomer or geometry (same formula, charge and spin) = 69.7 kcal per mole
lowest unoccupied orbital energy = 0.85 eV
gap between HOMO and LUMO = 8.8 eV
HOMO level = -7.987 eV
structure (SMILES) = CCc1c[nH]c2ccccc12.CC

Geometry as ORCA input:
```
! RIJCOSX wB97M-V def2-TZVPD def2/J DEFGRID3
* xyz 0 1
C -2.6487 2.4817 -1.8749
C -1.9673 1.7445 -0.8077
C -1.1319 0.5667 -1.2671
C -0.3516 0.3900 -2.4078
N 0.5190 -0.6795 -2.2671
C 0.1956 -1.3302 -1.1142
C 0.6074 -2.7358 -0.7646
C 0.0108 -3.2683 0.3679
C -1.0770 -2.5054 1.0351
C -1.4859 -1.3214 0.5427
C -0.8990 -0.5791 -0.5014
H -3.4042 3.2892 -1.6758
H -3.2045 1.8021 -2.4942
H -1.8225 2.6016 -2.5092
H -1.2430 2.5132 -0.2398
H -2.6610 1.3431 -0.1222
H -0.2595 1.1239 -3.1342
H 1.1480 -0.9381 -2.9865
H 1.4170 -3.0793 -1.4337
H 0.2297 -4.3637 0.7347
H -1.2700 -2.9965 2.0079
H -2.3549 -0.9404 1.0605
C 2.5054 0.7118 3.2202
C 2.8140 0.9215 1.7824
H 3.3327 1.2118 3.8952
H 1.6535 1.3629 3.5676
H 2.2336 -0.3832 3.2920
H 3.0959 1.9518 1.5153
H 2.1507 0.4821 0.9622
H 3.8677 0.6231 1.6169
*
```

Here is what natural (NBO) gives for the atomic charges, in e: atom 1 (C): -0.62, atom 2 (C): -0.39, atom 3 (C): -0.08, atom 4 (C): -0.05, atom 5 (N): -0.52, atom 6 (C): 0.17, atom 7 (C): -0.26, atom 8 (C): -0.21, atom 9 (C): -0.26, atom 10 (C): -0.18, atom 11 (C): -0.12, atom 12 (H): 0.23, atom 13 (H): 0.20, atom 14 (H): 0.20, atom 15 (H): 0.20, atom 16 (H): 0.20, atom 17 (H): 0.20, atom 18 (H): 0.41, atom 19 (H): 0.22, atom 20 (H): 0.22, atom 21 (H): 0.22, atom 22 (H): 0.21, atom 23 (C): -0.62, atom 24 (C): -0.63, atom 25 (H): 0.21, atom 26 (H): 0.20, atom 27 (H): 0.22, atom 28 (H): 0.20, atom 29 (H): 0.22, atom 30 (H): 0.20


# 2
C2H3N3O3 as an isolated structure, computed with ωB97M-V/def2-TZVPD.

Results
energy relative to the best compared isomer or geometry (same formula, charge and spin) = 123.3 kcal per mole
lowest unoccupied orbital energy = 0.31 eV
gap between HOMO and LUMO = 9.7 eV
HOMO level = -9.431 eV

Geometry as ORCA input:
```
! RIJCOSX wB97M-V def2-TZVPD def2/J DEFGRID3
* xyz 0 1
C -1.2248 0.1425 -0.1012
C 0.9700 -0.1071 0.0904
H -2.3863 -1.0187 -0.5252
H -3.2579 0.2983 -0.1624
H 3.7492 -0.2861 0.7167
N -2.3992 -0.2945 0.2473
N -0.8327 1.3318 0.0479
N 2.0073 -0.7918 0.0133
O 0.7101 1.1636 -0.1019
O 2.9283 0.3671 -0.0592
O -0.2640 -0.8054 -0.1658
*
```

Here is what natural (NBO) gives for the atomic charges, in e: atom 1 (C): 0.58, atom 2 (C): 0.72, atom 3 (H): 0.38, atom 4 (H): 0.40, atom 5 (H): 0.47, atom 6 (N): -0.75, atom 7 (N): -0.18, atom 8 (N): -0.24, atom 9 (O): -0.36, atom 10 (O): -0.56, atom 11 (O): -0.47


# 3
C20H12Cl5N2OS4V as an isolated structure, computed with ωB97M-V/def2-TZVPD.

Results
energy relative to the best compared isomer or geometry (same formula, charge and spin) = 20.6 kcal per mole
lowest unoccupied orbital energy (spin up / spin down) = -3.88 / -3.59 eV
expectation value of S² = 0.785
gap between HOMO and LUMO (spin up / spin down) = 6.7 / 7.0 eV
HOMO level (spin up / spin down) = -10.578 / -10.590 eV

Geometry as ORCA input:
```
! RIJCOSX wB97M-V def2-TZVPD def2/J DEFGRID3
* xyz 1 2
V 0.2966 0.6070 0.3196
Cl -6.8200 0.6172 0.2689
C -5.1372 0.9049 0.2090
C -4.3237 0.4918 1.2707
Cl -4.9861 -0.3000 2.6287
C -2.9598 0.7192 1.1945
Cl -1.8545 0.2344 2.3941
C -2.3662 1.3595 0.0932
O -1.0725 1.4503 0.1028
C -3.1969 1.7819 -0.9550
Cl -2.4929 2.5575 -2.3049
C -4.5710 1.5457 -0.8990
Cl -5.5685 2.0347 -2.1962
S 0.2234 -1.6110 0.7144
C 0.1665 -2.4554 -0.8014
C 0.0718 -3.8441 -0.8442
C 0.0477 -4.4820 -2.0660
C 0.1040 -3.7498 -3.2513
C 0.1817 -2.3750 -3.2240
C 0.2150 -1.7197 -1.9916
S 0.2839 0.0041 -1.9098
H 0.0193 -4.4000 0.0795
H -0.0182 -5.5580 -2.0961
H 0.0796 -4.2662 -4.1974
H 0.2131 -1.7984 -4.1366
C 1.0974 3.0580 -2.1200
C 2.1370 2.4551 -1.2542
N 1.9111 1.6878 -0.2204
C 3.0556 1.2974 0.4218
C 4.1966 1.7541 -0.1732
S 3.8197 2.7133 -1.5432
C 2.9102 0.5947 1.6777
C 3.9148 0.2326 2.5318
S 3.2609 -0.4256 3.9620
C 1.6599 -0.1868 3.3362
N 1.6422 0.3517 2.1450
C 0.5175 -0.6203 4.1728
H 0.1311 3.0376 -1.6118
H 0.9999 2.4997 -3.0553
H 1.3608 4.0848 -2.3761
H 5.2106 1.6014 0.1287
H 4.9738 0.3234 2.4047
H 0.8785 -1.0383 5.1101
H -0.0691 -1.3835 3.6614
H -0.1436 0.2145 4.4003
*
```

Here is what natural (NBO) gives for the atomic charges, in e: atom 1 (V): 1.10, atom 2 (Cl): 0.10, atom 3 (C): -0.07, atom 4 (C): -0.06, atom 5 (Cl): 0.10, atom 6 (C): -0.12, atom 7 (Cl): 0.12, atom 8 (C): 0.30, atom 9 (O): -0.61, atom 10 (C): -0.10, atom 11 (Cl): 0.08, atom 12 (C): -0.07, atom 13 (Cl): 0.10, atom 14 (S): -0.01, atom 15 (C): -0.12, atom 16 (C): -0.23, atom 17 (C): -0.20, atom 18 (C): -0.19, atom 19 (C): -0.20, atom 20 (C): -0.24, atom 21 (S): -0.01, atom 22 (H): 0.23, atom 23 (H): 0.23, atom 24 (H): 0.23, atom 25 (H): 0.23, atom 26 (C): -0.69, atom 27 (C): 0.15, atom 28 (N): -0.56, atom 29 (C): 0.18, atom 30 (C): -0.41, atom 31 (S): 0.56, atom 32 (C): 0.07, atom 33 (C): -0.39, atom 34 (S): 0.54, atom 35 (C): 0.14, atom 36 (N): -0.52, atom 37 (C): -0.68, atom 38 (H): 0.25, atom 39 (H): 0.27, atom 40 (H): 0.26, atom 41 (H): 0.26, atom 42 (H): 0.26, atom 43 (H): 0.25, atom 44 (H): 0.26, atom 45 (H): 0.25